## A
This record from the OMol25 dataset describes a molecular structure, C21H40NOReS3Si2. The level of theory is the ωB97M-V functional and the def2-TZVPD basis.

Geometry (Å):
Re  0.363  0.462  -0.550
S  1.930  1.703  0.771
S  0.518  2.932  -2.241
S  -1.218  2.182  0.498
Si  0.631  -2.195  1.463
Si  -2.292  -0.806  1.545
O  3.169  0.156  -1.303
N  -0.945  -0.781  -1.674
C  -1.679  3.468  -0.688
C  -0.679  -1.137  0.599
C  -1.747  -2.917  -1.023
C  -0.523  4.152  -1.409
C  1.919  0.102  -1.838
C  -2.069  -2.111  -3.269
C  1.010  2.446  2.136
C  4.326  -0.347  -1.979
C  -2.010  0.219  3.099
C  -0.018  -3.785  2.231
C  -3.164  -2.360  2.148
C  1.936  -2.728  0.219
C  -0.253  3.159  1.695
C  2.181  3.276  -1.623
C  1.462  -1.224  2.840
C  -1.399  -0.961  -2.920
C  -1.150  -1.698  -0.702
C  1.792  -0.466  -3.223
C  -3.567  -0.058  0.360
C  -2.217  -3.111  -2.307
C  2.441  3.218  -0.125
H  1.244  -1.414  -3.188
H  2.493  4.260  -1.979
H  3.514  3.338  0.033
H  -4.224  -0.855  0.007
H  2.728  -0.653  -3.743
H  4.514  0.208  -2.900
H  -4.113  -2.046  2.591
H  -4.193  0.678  0.868
H  -2.299  4.201  -0.170
H  1.961  4.055  0.381
H  -2.328  2.955  -1.401
H  4.223  -1.410  -2.196
H  -0.654  -3.610  3.097
H  0.787  1.597  2.783
H  2.510  -1.884  -0.168
H  2.642  -3.409  0.699
H  -0.017  4.121  1.245
H  -0.927  4.849  -2.144
H  2.109  -0.435  2.452
H  0.834  -4.375  2.573
H  -3.142  0.417  -0.524
H  0.738  -0.778  3.524
H  2.803  2.547  -2.140
H  5.150  -0.193  -1.288
H  2.094  -1.893  3.427
H  0.085  4.740  -0.723
H  -3.414  -3.045  1.338
H  -2.451  -2.236  -4.271
H  -2.622  -2.915  2.910
H  -2.945  0.681  3.419
H  1.195  0.207  -3.845
H  -1.866  -3.675  -0.264
H  1.657  3.122  2.698
H  -0.575  -4.404  1.526
H  -0.893  3.355  2.556
H  -2.712  -4.038  -2.566
H  -1.681  -0.436  3.909
H  1.493  -3.259  -0.626
H  -1.202  -0.165  -3.626
H  -1.268  1.008  2.998

Charge   +1
Spin multiplicity   4
Orbital gap (spin up / spin down)   6.791 / 7.024 eV

---

## B
This record from the OMol25 dataset describes a molecular structure, C21H40NOReS3Si2. The level of theory is the ωB97M-V functional and the def2-TZVPD basis.

Geometry (Å):
Re  0.205  -0.109  0.833
S  2.572  0.048  1.328
S  0.115  0.079  3.936
S  0.253  2.400  1.324
Si  -0.043  -1.462  -2.370
Si  -0.109  1.683  -2.519
O  -0.984  -2.385  2.094
N  -1.843  -0.044  0.355
C  1.810  -0.539  4.016
C  2.872  0.090  3.128
C  -2.958  -0.122  1.106
C  -3.125  0.200  -1.604
C  2.948  1.769  0.888
C  -0.837  1.753  -4.240
C  -4.279  0.140  -0.851
C  -0.516  0.146  -1.563
C  -1.871  0.115  -0.982
C  1.809  -1.724  -2.255
C  2.022  2.803  1.509
C  -1.042  -2.863  -1.609
C  0.040  -2.039  1.304
C  -0.781  3.219  -1.672
C  -0.430  -1.579  -4.191
C  -4.202  -0.023  0.535
C  1.756  1.800  -2.723
C  -0.349  2.663  3.014
C  0.294  1.863  4.146
C  -1.224  -3.753  2.488
C  0.982  -3.145  0.921
H  2.278  1.137  -2.028
H  2.155  -0.457  5.046
H  -2.816  -0.280  2.168
H  2.107  2.827  -2.569
H  -1.985  -2.963  -2.157
H  2.211  -1.457  -1.275
H  -1.299  -2.688  -0.562
H  -5.088  -0.078  1.152
H  -1.927  1.639  -4.224
H  2.221  2.936  2.570
H  2.313  -1.089  -2.992
H  2.059  1.506  -3.733
H  -0.518  -3.821  -1.687
H  -0.621  2.732  -4.682
H  0.283  -1.024  -4.805
H  -1.453  -4.366  1.620
H  -1.435  -1.206  -4.414
H  -0.369  -4.159  3.025
H  2.873  1.782  -0.197
H  2.183  3.764  1.025
H  1.346  2.110  4.274
H  -0.259  3.731  3.211
H  1.704  -3.284  1.735
H  -5.246  0.208  -1.334
H  -0.430  0.991  -4.903
H  -0.206  2.143  5.072
H  0.492  -4.102  0.747
H  1.703  -1.603  3.798
H  3.812  -0.437  3.285
H  -2.086  -3.714  3.143
H  -1.146  3.923  -2.426
H  3.043  1.131  3.396
H  1.540  -2.879  0.030
H  -0.020  3.740  -1.084
H  3.985  1.974  1.153
H  -1.616  2.990  -1.003
H  -3.162  0.310  -2.682
H  -1.415  2.440  2.943
H  -0.386  -2.629  -4.504
H  2.089  -2.761  -2.478

Charge   +1
Spin multiplicity   4
Orbital gap (spin up / spin down)   6.447 / 6.946 eV

---

Stability ranking, top entry: A; the second entry is 0.297 eV less favorable.

---

## A
This record from the OMol25 dataset describes a single C3H4FNS molecule. The level of theory is the ωB97M-V functional and the def2-TZVPD basis.

Geometry (Å):
S  2.150  -0.420  -0.066
F  -1.619  0.491  -0.089
N  0.545  1.664  0.005
C  -0.589  -0.387  -0.040
C  -0.694  -1.662  0.037
C  0.645  0.339  0.042
H  0.243  -2.214  0.058
H  -1.724  -2.089  -0.030
H  1.418  2.147  0.127
H  -0.375  2.130  -0.043

SMILES   C=C(F)C(N)=S
Spin multiplicity   1
Orbital gap   8.417 eV

---

## B
This record from the OMol25 dataset describes a single C3H4FNS molecule. The level of theory is the ωB97M-V functional and the def2-TZVPD basis.

Geometry (Å):
S  0.962  -1.573  -1.354
F  -0.746  2.002  -0.811
N  -0.062  -0.775  1.342
C  0.479  0.018  -1.534
C  -0.209  0.814  -0.554
C  -0.400  0.386  0.765
H  -0.924  1.042  1.439
H  0.472  -1.538  0.953
H  0.951  0.641  -2.420
H  -0.524  -1.018  2.174

SMILES   N/C=C(/F)C=S
Spin multiplicity   1
Orbital gap   7.754 eV

---

Stability ranking, top entry: A; the second entry is 0.627 eV less favorable.

---

## A
This record from the OMol25 dataset describes 2 unconnected molecules or ions with the total composition C2H3FS. The level of theory is the ωB97M-V functional and the def2-TZVPD basis.

Geometry (Å):
S  2.091  0.340  -0.089
F  -1.584  -0.824  -0.015
C  -0.471  -0.201  -0.359
C  0.708  -0.245  0.472
H  0.581  -0.611  1.600
H  -0.972  1.618  -0.232
H  -0.353  -0.076  -1.377

Spin multiplicity   1
Orbital gap (spin up / spin down)   7.844 / 7.612 eV

---

## B
This record from the OMol25 dataset describes a single C2H3FS molecule. The level of theory is the ωB97M-V functional and the def2-TZVPD basis.

Geometry (Å):
S  1.752  0.029  -0.044
F  -2.243  -0.245  -0.095
C  0.175  -0.339  0.168
C  -1.093  0.475  0.039
H  -1.294  1.102  0.973
H  -0.138  -1.343  0.110
H  -0.894  1.162  -0.760

SMILES   FCC=S
Spin multiplicity   1
Orbital gap   8.496 eV

---

## C
This record from the OMol25 dataset describes a molecular structure, C2H3FS. The level of theory is the ωB97M-V functional and the def2-TZVPD basis.

Geometry (Å):
S  0.925  -0.760  0.807
F  1.259  0.532  -1.501
C  0.411  -0.282  -0.829
C  -0.547  0.263  0.893
H  -0.243  1.238  1.116
H  -0.248  -0.928  -1.348
H  -1.557  -0.063  0.863

Spin multiplicity   1
Orbital gap   9.580 eV

---

Stability ranking, top entry: B; the second entry is 1.507 eV less favorable.

---

## A
This record from the OMol25 dataset describes a single C4H12NP molecule. The level of theory is the ωB97M-V functional and the def2-TZVPD basis.

Geometry (Å):
P  -0.462  0.761  1.356
N  -2.139  1.105  1.099
C  -0.715  -0.996  1.883
C  -0.072  0.474  -0.444
C  1.308  -0.134  -0.663
C  1.644  -0.231  -2.147
H  -1.391  -1.496  1.193
H  -2.628  1.134  1.990
H  -1.144  -1.004  2.885
H  2.057  0.480  -0.156
H  1.344  -1.132  -0.221
H  -0.857  -0.157  -0.870
H  2.621  -0.688  -2.290
H  -0.120  1.450  -0.938
H  1.657  0.758  -2.601
H  0.243  -1.510  1.919
H  0.902  -0.835  -2.665
H  -2.248  2.021  0.671

SMILES   CCCP(C)N
Spin multiplicity   1
Orbital gap   9.297 eV

---

## B
This record from the OMol25 dataset describes 2 unconnected molecules or ions with the total composition C4H12NP. The level of theory is the ωB97M-V functional and the def2-TZVPD basis.

Geometry (Å):
P  1.018  0.575  -0.063
N  0.000  -0.342  -0.847
C  0.288  1.968  0.933
C  1.676  -0.446  1.194
C  -2.629  -1.573  0.875
C  -2.385  -1.412  -0.426
H  -0.604  1.752  1.609
H  2.187  1.027  -0.735
H  2.351  -0.066  1.865
H  -2.080  -2.102  -1.130
H  -3.110  -0.856  1.522
H  1.026  2.443  1.586
H  -0.486  0.195  -1.493
H  0.780  -0.783  1.716
H  -2.668  -2.575  1.233
H  -2.440  -0.383  -0.815
H  2.018  -1.469  0.904
H  -0.083  2.810  0.226

SMILES   C[PH](C)=N.C=C
Spin multiplicity   1
Orbital gap   9.271 eV

---

Stability ranking, top entry: A; the second entry is 2.732 eV less favorable.